Here is C18H32NO as an isolated structure in a non-equilibrium geometry from the Open Molecules 2025 dataset. Energies are from ωB97M-V with the def2-TZVPD basis set.

Each line ends with the Löwdin charge.
Geometry (Å):
H 1.26 2.51 -1.50  0.189
C 2.16 2.44 0.49  -0.074
C -3.49 -0.25 -0.23  -0.128
H 1.57 -3.35 -1.26  0.208
C -0.46 -4.05 -1.65  -0.238
H 2.63 1.45 -1.43  0.169
H 2.11 -1.99 0.36  0.094
C 0.02 -5.25 -2.40  -0.062
H 3.92 3.83 -1.05  0.130
C -1.53 -1.71 -0.98  -0.109
H 2.26 4.64 -1.12  0.187
H -2.26 0.58 -2.15  -0.063
C -0.12 -1.95 -0.80  -0.305
H 0.51 0.49 2.58  0.087
H 0.69 1.02 0.23  0.256
H -3.72 0.54 0.43  0.048
H 3.05 0.00 1.95  0.214
C 0.28 -3.01 -1.34  -0.065
H 3.14 3.69 -2.39  0.080
H -0.64 2.45 4.25  0.007
H -3.47 -2.50 -1.43  0.127
C 2.38 2.47 -0.96  -0.360
H -0.17 3.37 1.97  0.100
H 1.01 -1.65 1.88  0.233
C 1.59 -1.10 0.69  -0.077
H 3.00 0.13 0.23  0.076
H 1.62 1.96 3.07  0.205
H -2.00 1.71 -1.01  0.011
H -0.67 0.75 -1.53  0.106
H -4.37 -0.42 -0.77  0.058
C -2.39 -2.61 -1.31  -0.099
H -1.68 1.24 3.69  0.072
C -1.26 2.19 3.58  -0.058
H -1.09 2.00 1.34  0.046
C 2.85 3.57 -1.39  -0.223
H -2.19 2.81 3.41  0.114
N 1.39 1.25 1.24  -0.161
H -2.43 -4.55 -2.40  0.092
C -2.00 -3.83 -1.78  0.065
H 1.09 -5.38 -2.07  0.080
C -2.01 -0.35 -0.25  -0.245
C -1.85 0.86 -1.45  0.046
C -0.68 2.43 2.17  -0.086
C 0.72 1.49 2.42  -0.136
H -0.55 -6.14 -1.81  0.137
H -1.50 -0.05 0.71  0.128
H 1.42 3.24 0.85  0.155
H -3.80 -1.24 0.67  0.172
O 0.43 -0.81 -0.31  -0.129
H 2.93 2.39 0.98  0.042
C 2.34 0.13 0.97  -0.160
H -0.05 -5.46 -3.40  0.046

As for the LUMO energy: -2.35 eV. Its net charge is +1. The relative energy (zero: lowest compared OMol25 entry of this formula, charge and spin) comes out at 411.5 kcal/mol. Its HOMO energy is -10.73 eV.

=====

Here is a 3-piece molecular cluster, C18H33BBrFO8P overall from the Open Molecules 2025 dataset. Energies are from ωB97M-V with the def2-TZVPD basis set.

Each line ends with the Löwdin charge.
Geometry (Å):
C 3.08 -0.26 0.67  -0.184
O -7.29 2.89 -1.12  0.131
C 4.39 -2.64 -1.19  -0.385
C -5.70 5.32 0.70  -0.160
H -4.94 1.42 3.98  0.113
H -1.31 -1.69 0.81  0.083
H -0.32 0.66 0.74  0.118
C 2.24 -2.28 -3.53  -0.191
C 3.08 -2.59 -0.39  -0.134
H 2.76 -1.39 -3.18  0.112
B 5.26 -4.72 -0.61  -0.586
C -7.19 5.34 -1.13  -0.078
H 3.37 -3.83 -4.37  0.080
H 1.98 -2.14 -4.58  0.106
H -2.89 2.07 5.19  0.128
H -2.35 0.50 4.61  0.127
H -4.21 3.53 3.01  0.121
O -5.97 3.96 0.33  0.001
O 5.83 -4.45 -4.46  -0.375
H 1.82 1.27 -0.16  0.111
C -6.87 3.92 -0.70  -0.483
H -6.32 5.57 1.57  0.127
H -4.26 2.52 1.55  0.114
O -2.40 2.77 2.39  0.019
C 0.60 0.27 1.22  -0.235
H -8.16 5.60 -0.72  0.130
C 3.23 -1.77 0.89  -0.174
P 5.61 -2.98 -3.73  0.595
O 0.30 -0.95 1.87  -0.198
C -4.00 1.40 3.43  -0.146
H -6.33 7.18 -0.26  0.114
H 0.27 -2.02 0.07  0.070
H 1.41 -0.32 -0.72  0.090
H 4.23 -1.97 1.29  0.114
C -6.06 6.16 -0.52  -0.150
C 3.06 -3.55 -3.35  -0.154
C -3.82 2.62 2.54  -0.164
H -0.21 -2.88 1.53  0.091
F 1.00 -2.33 -2.85  -0.094
H -4.65 5.38 0.99  0.123
H 6.28 -4.32 -5.30  0.037
H 4.57 -5.26 0.26  0.054
H 2.42 -4.37 -3.02  0.133
C -1.74 2.16 3.41  -0.479
H 2.27 -2.19 -0.98  0.068
H 3.32 0.27 1.60  0.111
C -0.26 -1.93 1.02  -0.107
H -5.21 6.19 -1.20  0.120
C -2.75 1.46 4.30  -0.073
O -0.56 2.21 3.52  0.126
H 2.82 -3.63 -0.16  0.124
C 4.32 -3.56 -2.44  -0.623
Br 7.58 -2.73 -2.67  0.260
C 1.72 0.23 0.17  -0.183
H 3.84 0.05 -0.05  0.103
H -3.99 0.49 2.82  0.120
O 5.39 -3.23 -0.43  -0.140
H 0.87 0.97 2.01  0.103
O 4.52 -4.83 -1.95  -0.086
H 2.52 -2.10 1.65  0.100
H 4.69 -1.61 -1.47  0.132
H -7.26 5.38 -2.22  0.125
H 6.38 -5.22 -0.67  0.048

As for the LUMO energy: 1.65 eV. Its net charge is -1. Its HOMO energy is -3.93 eV.

=====

Here is one molecule with the formula C18H33BI2N2OS2 in a non-equilibrium geometry from the Open Molecules 2025 dataset. Energies are from ωB97M-V with the def2-TZVPD basis set.

Each line ends with the Löwdin charge.
Geometry (Å):
H -6.48 1.15 4.83  0.068
H -4.04 -0.03 1.77  0.123
H -0.50 0.18 -2.60  0.120
C 3.10 -3.18 -6.14  -0.136
H 0.67 -3.89 3.82  0.080
C -0.94 -1.59 2.53  -0.583
H -0.26 1.32 2.25  0.029
H 4.42 1.71 0.69  0.071
H -1.78 -0.44 -0.76  0.110
I 0.84 -0.09 4.62  0.856
H -1.07 2.38 0.22  0.108
N 1.32 0.69 -1.63  -0.240
C -1.60 1.39 0.48  -0.190
H 0.45 -0.93 -5.32  0.080
H 4.05 -2.94 -5.56  0.075
C 1.82 -0.40 -2.45  -0.975
C 2.06 1.96 -1.85  -0.217
H 3.30 3.30 -0.59  0.108
C -0.16 0.86 -1.73  -0.162
H 0.89 -3.24 -5.92  0.110
C 2.24 2.86 -0.53  -0.172
C 1.56 -1.18 -5.38  -0.489
C -4.07 0.24 3.97  -0.106
C -0.92 0.26 -0.43  -0.178
C 1.77 -2.76 -5.35  -0.317
C 3.56 1.53 1.41  -0.115
H 3.09 -4.31 -6.34  0.076
H -6.93 1.64 3.34  0.090
N -6.25 1.82 4.08  0.082
H 3.44 0.42 1.60  0.065
H 1.47 2.60 -2.60  0.119
H -0.46 1.94 -1.90  0.127
H -0.13 -0.36 0.11  0.085
H -2.70 1.58 0.23  0.119
H 2.20 -2.79 3.74  0.065
O -4.42 2.45 2.82  0.028
H 1.90 -0.82 -6.42  0.086
H 1.55 3.77 -0.55  0.104
C -1.37 1.18 2.06  -0.161
H 1.76 -3.21 -4.32  0.052
C 0.22 -1.70 3.32  -0.731
S 1.77 -1.96 -1.79  0.650
H 1.34 -3.26 2.21  0.051
S 2.55 -0.23 -4.14  0.796
H -3.30 0.40 4.79  0.124
H 3.09 1.83 -2.32  0.105
H -4.87 -0.46 4.42  0.110
H 3.11 -2.65 -7.14  0.069
C 1.16 -3.01 3.31  -0.202
I -1.51 -3.32 1.29  0.836
H -1.90 1.99 2.67  0.110
H 1.41 1.22 0.87  0.074
H 3.73 2.00 2.44  0.073
B -1.92 -0.31 2.43  -0.458
H 1.77 2.83 1.63  0.108
C -4.87 1.58 3.58  -0.405
C -3.51 -0.51 2.67  -0.138
H -3.79 -1.61 2.71  0.080
C 2.15 2.07 0.85  -0.250

As for the LUMO energy: -0.56 eV. Its HOMO energy is -8.29 eV.

=====

Here is C18H33CdN3O3 as an isolated structure in a non-equilibrium geometry from the Open Molecules 2025 dataset. Energies are from ωB97M-V with the def2-TZVPD basis set.

Each line ends with the Löwdin charge.
Geometry (Å):
H 3.08 0.13 -0.66  0.091
H -3.98 1.45 -3.99  0.149
O -2.18 0.42 -3.66  0.129
H -1.17 -2.73 0.69  0.086
H 1.05 7.02 -1.78  0.033
C -1.54 0.11 2.51  -0.089
C -2.91 1.62 -4.09  -0.046
H -3.28 3.27 -2.74  0.147
O -0.66 2.19 -0.12  -0.115
C 0.48 -1.32 2.37  -0.175
H 0.99 -3.03 1.09  0.121
H -2.69 1.84 -5.14  0.150
H -1.93 4.78 -1.72  0.115
C -2.46 2.73 -3.21  -0.096
H 2.58 10.61 -3.27  0.087
H -0.22 4.23 0.80  0.087
C -1.36 4.22 -0.99  -0.026
C -1.22 2.78 -1.08  -0.330
H 3.91 -1.11 0.32  0.110
H -0.85 5.90 0.26  0.079
C 0.71 9.66 -1.31  -0.327
C 1.03 11.11 -1.00  -0.055
C 1.43 -2.07 1.40  -0.153
H -2.57 -1.58 0.85  0.097
H 1.95 -1.44 -1.94  0.093
H 0.97 -0.41 2.77  0.121
H -0.42 7.93 -0.70  0.022
H 0.25 -1.99 3.22  0.143
C -1.56 0.70 -2.52  -0.436
H -1.77 3.41 -3.72  0.152
H 1.86 7.25 -3.46  0.058
H 2.95 0.18 1.13  0.092
H 2.22 9.27 -4.39  0.076
H 0.99 10.52 -4.05  0.094
H -2.41 0.43 1.92  0.092
C 1.79 -2.12 -1.09  -0.074
Cd 0.19 0.27 -0.05  1.482
H -0.89 0.98 2.73  0.088
H 0.83 -2.64 -1.20  0.093
C 1.38 7.68 -2.58  0.039
C 1.29 9.04 -2.48  -0.328
H 2.11 11.26 -0.82  0.094
O -0.95 -0.19 -1.90  -0.006
H -0.57 9.47 0.37  0.065
N 1.77 -1.29 0.15  -0.386
N -1.72 2.04 -2.17  0.084
H 2.36 -2.28 1.95  0.138
H 2.61 -2.86 -1.06  0.112
C -0.12 8.96 -0.49  0.047
C 1.80 9.91 -3.61  -0.057
N -0.79 -0.88 1.70  -0.385
H -2.02 -2.53 2.27  0.113
H 0.74 11.78 -1.81  0.087
C -1.68 -2.01 1.35  -0.061
C -0.77 4.84 0.09  0.178
C 3.01 -0.48 0.26  -0.088
H 0.49 11.40 -0.09  0.078
H -1.89 -0.33 3.46  0.111

As for the LUMO energy: -7.23 eV. Its net charge is +2. Its HOMO energy is -12.01 eV.

=====

Taking the records one at a time from the top gives calculated total energy values of -22699.5378 -118309.7678 -62772.6167 -34362.6207 eV.